(1)
A structure of composition C28H46BrN3P2PbS at a distorted geometry. Source: the Open Molecules 2025 dataset; level of theory: wB97M-V/def2-TZVPD.

HOMO energy (alpha / beta) = -0.42008 / -0.41203 hartree
maximum force = 0.0776 Eh/bohr
spin multiplicity = 1
gap between HOMO and LUMO (alpha / beta) = 5.51 / 5.43 eV
net charge = +2

Geometry (Å):
C 1.77 3.64 -0.44
C 0.80 2.90 -1.15
C 0.88 2.89 -2.56
C 1.92 3.60 -3.18
N 2.85 4.28 -2.50
C 2.77 4.31 -1.17
C -0.19 2.13 -0.46
C -1.30 1.76 0.08
C -2.65 2.01 0.51
C -3.43 1.00 1.10
C -4.75 1.26 1.49
C -5.28 2.54 1.29
C -4.51 3.56 0.70
C -3.20 3.29 0.31
Pb 0.00 -0.02 0.04
P 2.31 -0.56 -0.40
H 0.15 2.34 -3.15
H 1.76 3.68 0.65
H 1.99 3.59 -4.27
H 3.52 4.89 -0.64
H -2.59 4.07 -0.15
H -2.99 0.01 1.24
H -4.94 4.54 0.55
H -5.35 0.48 1.95
C 2.79 -2.28 -0.01
C 3.94 -2.88 -0.84
H 1.89 -2.91 -0.13
H 3.03 -2.30 1.06
H 4.13 -3.92 -0.52
H 3.70 -2.91 -1.91
H 4.88 -2.33 -0.71
C 2.52 -0.30 -2.20
C 3.91 0.12 -2.70
H 1.79 0.48 -2.50
H 2.19 -1.23 -2.69
H 3.88 0.27 -3.79
H 4.22 1.08 -2.26
H 4.68 -0.63 -2.49
C 3.44 0.58 0.47
C 4.91 0.15 0.60
H 3.02 0.74 1.47
H 3.35 1.54 -0.05
H 5.47 0.92 1.14
H 5.02 -0.78 1.16
H 5.40 0.02 -0.37
Br -7.07 2.91 1.83
P -1.44 -1.46 -1.22
C -0.46 -2.47 -2.39
C -1.14 -3.70 -3.02
H 0.44 -2.81 -1.85
H -0.11 -1.79 -3.17
H -0.43 -4.22 -3.68
H -1.46 -4.43 -2.26
H -2.02 -3.44 -3.62
C -2.52 -2.60 -0.29
C -3.84 -3.04 -0.95
H -2.76 -2.12 0.68
H -1.90 -3.48 -0.03
H -4.40 -3.71 -0.28
H -4.49 -2.18 -1.17
H -3.68 -3.59 -1.89
C -2.51 -0.34 -2.20
C -3.03 -0.86 -3.56
H -1.95 0.59 -2.36
H -3.35 -0.07 -1.55
H -3.64 -0.08 -4.04
H -2.21 -1.10 -4.24
H -3.67 -1.75 -3.45
C 1.30 -0.88 5.87
N 1.16 -0.35 4.52
C -0.01 0.00 3.96
S 0.00 -0.01 2.35
N -1.18 0.34 4.51
C -1.31 0.91 5.85
H 0.32 -1.03 6.31
H 1.92 -0.19 6.49
H 1.80 -1.86 5.82
H 2.04 -0.34 3.98
H -2.05 0.37 3.95
H -1.79 1.89 5.79
H -1.93 0.24 6.47
H -0.33 1.06 6.30


(2)
A structure of composition C2H8CsN4O2 at a distorted geometry. Source: the Open Molecules 2025 dataset; level of theory: wB97M-V/def2-TZVPD.

HOMO energy = -0.48760 hartree
maximum force = 0.1315 Eh/bohr
spin multiplicity = 1
gap between HOMO and LUMO = 10.29 eV
net charge = +1

Geometry (Å):
Cs -0.42 1.95 0.27
C 3.25 1.48 -0.27
O 2.51 2.36 -0.10
N 4.35 1.15 0.43
N 3.09 0.65 -1.23
H 4.45 1.72 1.25
H 5.01 0.41 0.24
H 3.82 -0.03 -1.41
H 2.35 0.86 -1.89
C -3.10 -1.06 0.51
O -2.32 -0.24 0.90
N -3.67 -2.00 1.17
N -3.64 -0.98 -0.70
H -3.52 -2.02 2.17
H -4.38 -2.57 0.74
H -4.50 -1.49 -0.85
H -3.30 -0.18 -1.22


(3)
A cluster of 2 separate species, C5H13N in total at a distorted geometry. Source: the Open Molecules 2025 dataset; level of theory: wB97M-V/def2-TZVPD.

HOMO energy = -0.21783 hartree
maximum force = 0.0890 Eh/bohr
spin multiplicity = 1
gap between HOMO and LUMO = 6.07 eV
net charge = 0

Geometry (Å):
C 0.12 -0.07 -1.30
C -0.17 1.33 -0.98
C 0.66 2.11 -0.23
C -1.14 -0.12 -0.30
C -1.33 -1.69 0.31
N 1.76 -0.67 1.11
H 0.97 -0.48 -0.87
H -0.16 -0.58 -2.25
H -1.09 1.79 -1.34
H 1.41 2.76 -0.50
H 0.50 2.06 0.86
H 1.50 -0.67 2.10
H -2.03 0.06 -0.89
H -1.27 0.38 0.74
H -0.52 -1.71 1.11
H -2.38 -1.78 0.74
H -1.10 -2.39 -0.49
H 1.48 0.38 0.93
H 2.77 -0.72 1.24


(4)
An isolated molecule of C24H19BrCl2F7N2O3PS at a distorted geometry. Source: the Open Molecules 2025 dataset; level of theory: wB97M-V/def2-TZVPD.

HOMO energy = -0.31649 hartree
maximum force = 0.0244 Eh/bohr
spin multiplicity = 1
gap between HOMO and LUMO = 8.26 eV
net charge = 0

Geometry (Å):
C 1.52 -0.16 4.19
C 2.59 0.78 3.68
C 2.77 0.83 2.13
C 3.30 2.21 1.67
C 1.53 0.40 1.38
C 0.39 1.19 1.50
N 0.50 2.34 2.34
C 0.52 3.47 1.89
O 0.50 4.60 1.56
C -0.82 0.88 0.88
P -2.47 1.75 0.94
O -2.08 3.14 0.17
Cl -2.54 2.36 2.92
C -0.87 -0.25 0.06
C 0.26 -1.05 -0.11
C 1.45 -0.74 0.57
C 2.67 -1.65 0.45
F 3.22 -1.86 1.67
F 2.36 -2.88 0.00
C 3.83 -1.17 -0.48
F 4.13 0.12 -0.27
F 4.92 -1.90 -0.19
C 3.58 -1.32 -2.01
F 2.42 -0.79 -2.34
F 3.62 -2.57 -2.38
F 4.53 -0.66 -2.65
S 0.07 -2.46 -1.19
C -1.01 -1.74 -2.38
C -0.91 -2.07 -3.73
Br 0.39 -3.29 -4.33
C -1.79 -1.52 -4.65
C -2.75 -0.62 -4.22
C -2.85 -0.27 -2.88
C -3.92 0.68 -2.39
C -4.07 1.93 -3.19
O -3.55 2.24 -4.21
Cl -5.22 3.05 -2.41
C -1.98 -0.85 -1.97
N -2.11 -0.53 -0.59
C -3.09 -1.35 0.16
C -2.54 -2.17 1.33
H 0.52 0.22 4.01
H 1.61 -1.15 3.73
H 1.62 -0.30 5.27
H 3.55 0.43 4.08
H 2.45 1.78 4.07
H 3.58 0.15 1.92
H 4.38 2.22 1.70
H 2.94 2.99 2.33
H 2.95 2.46 0.67
H -1.70 3.82 0.74
H -1.72 -1.79 -5.69
H -3.42 -0.19 -4.93
H -4.89 0.19 -2.37
H -3.69 0.98 -1.37
H -3.61 -1.99 -0.54
H -3.84 -0.67 0.57
H -1.71 -2.79 1.04
H -3.35 -2.81 1.69
H -2.27 -1.52 2.16


(5)
An isolated molecule of C4H2ClFOS at a distorted geometry. Source: the Open Molecules 2025 dataset; level of theory: wB97M-V/def2-TZVPD.

HOMO energy = -0.32503 hartree
maximum force = 0.0407 Eh/bohr
spin multiplicity = 1
gap between HOMO and LUMO = 9.49 eV
net charge = 0

Geometry (Å):
F -1.40 -1.50 0.57
C -0.37 -0.75 0.19
C -0.37 0.64 -0.23
S -1.79 1.68 -0.37
C 0.90 0.97 -0.47
O 1.70 -0.13 -0.18
C 0.93 -1.10 0.24
Cl 1.66 -2.56 0.63
H -2.67 0.91 0.37
H 1.41 1.85 -0.76


(6)
A cluster of 3 separate species, C24H28F12O2Si in total at a distorted geometry. Source: the Open Molecules 2025 dataset; level of theory: wB97M-V/def2-TZVPD.

HOMO energy = -0.34179 hartree
maximum force = 0.1078 Eh/bohr
spin multiplicity = 1
gap between HOMO and LUMO = 9.02 eV
net charge = 0

Geometry (Å):
C -3.95 7.25 1.06
C -3.40 5.67 1.13
O -4.31 4.72 0.49
C -4.26 4.80 -0.98
C -2.97 3.98 -1.64
O -2.51 2.84 -0.83
C -2.31 1.62 -1.63
Si -0.52 1.37 -2.29
C 0.53 0.07 -1.32
F 1.40 -0.63 -2.32
C -0.34 -1.05 -0.51
C -0.10 -0.80 1.10
C 0.51 3.00 -2.50
F -0.29 3.99 -3.32
F 1.68 2.63 -3.38
C 0.95 3.71 -1.09
F 0.35 2.94 0.03
F 0.45 5.13 -1.15
C 2.57 3.81 -0.84
F 3.17 2.42 -0.86
F 3.22 4.65 -1.90
C 3.01 4.47 0.60
F 1.90 5.01 1.41
F 3.92 5.65 0.31
F 3.87 3.53 1.40
H -3.98 7.65 -0.04
H -3.22 7.96 1.66
H -5.06 7.31 1.47
H -3.37 5.40 2.29
H -2.28 5.58 0.77
H -5.30 4.36 -1.37
H -4.24 5.92 -1.40
H -3.29 3.71 -2.74
H -2.08 4.77 -1.65
H -3.04 1.56 -2.56
H -2.62 0.71 -0.93
H -0.66 0.82 -3.66
H 1.30 0.57 -0.55
H 0.17 -2.11 -0.75
H -1.46 -1.14 -0.83
H 1.03 -0.50 1.34
H -0.79 0.10 1.42
H -0.30 -1.78 1.72
F -0.47 -3.83 0.57
C -0.85 -4.70 1.51
C -1.93 -4.41 2.33
C -2.33 -5.32 3.31
C -1.62 -6.52 3.46
C -0.53 -6.80 2.64
C -0.14 -5.89 1.66
H -2.46 -3.47 2.20
H -3.18 -5.11 3.95
H -1.93 -7.23 4.23
H 0.02 -7.73 2.77
H 0.70 -6.10 1.01
F 3.79 -5.46 2.26
C 4.04 -5.42 0.94
C 3.16 -4.73 0.10
C 3.41 -4.69 -1.27
C 4.53 -5.34 -1.79
C 5.40 -6.03 -0.94
C 5.15 -6.07 0.43
H 2.29 -4.24 0.53
H 2.74 -4.15 -1.93
H 4.73 -5.31 -2.86
H 6.27 -6.54 -1.35
H 5.82 -6.59 1.10


| no. | E (eV) |
| --- | --- |
| 1 | -138935.5580 |
| 2 | -12803.7986 |
| 3 | -6879.2119 |
| 4 | -168555.1222 |
| 5 | -32301.5922 |
| 6 | -69915.0926 |